Record 1
A molecular structure, C9H16MoO10P3S6, computed with ωB97M-V with the def2-TZVPD basis set.

- multiplicity = 1
- net charge = +1
- energy (a.u.) = -4586.42107
- energy relative to the best compared isomer or geometry (same formula, charge and spin) (kcal per mole) = 23.8

The geometry in XYZ format:
```
45
Properties=species:S:1:pos:R:3:forces:R:3
Mo -0.569 -0.283 2.038 0.8 0.8 -1.1
O -4.016 -2.669 1.305 0.1 -0.3 0.0
P -2.831 -1.721 1.014 -1.0 0.0 -1.6
O -2.062 -2.005 -0.188 -0.6 -0.9 0.4
O -1.897 -1.598 2.252 0.2 -0.8 1.3
O -3.557 -0.240 1.013 0.1 -0.2 0.2
P -2.710 1.058 1.396 -1.7 0.4 0.3
O -3.525 2.286 0.942 0.4 0.0 -0.2
O -2.327 0.956 2.847 0.6 -0.2 0.2
O -1.362 1.011 0.667 1.2 0.0 0.5
H -4.595 -2.480 2.047 -0.2 0.1 0.3
H -4.375 2.461 1.348 -0.5 0.1 0.2
O 4.692 0.415 6.533 0.0 0.0 0.0
C 3.772 0.294 5.802 -0.3 -0.1 -0.3
S 3.162 1.617 4.742 0.0 0.2 -0.1
C 1.899 0.700 3.996 -0.5 0.8 -0.7
C 1.738 -0.608 4.387 -0.6 -1.0 -0.3
S 0.520 -1.591 3.660 1.0 1.2 0.5
S 2.818 -1.213 5.609 0.0 -0.2 0.0
S 0.893 1.398 2.775 1.0 -0.4 1.2
C -0.798 3.027 -1.980 0.1 -0.1 -0.1
C 0.518 2.268 -1.917 0.1 0.7 0.0
C 1.298 2.546 -0.641 -0.2 -0.2 -0.2
O 0.370 0.844 -2.096 0.2 -0.6 0.3
P -0.602 -0.275 -1.547 -1.6 1.3 -1.6
S -2.518 0.255 -1.765 1.3 -0.3 -0.2
S 0.592 -0.933 0.209 -0.3 0.3 0.8
O -0.279 -1.459 -2.495 0.2 -0.6 0.0
C 1.085 -1.893 -2.781 0.5 -0.3 -0.2
C 1.359 -1.678 -4.259 -0.1 0.1 0.3
C 1.222 -3.342 -2.351 -0.1 0.4 0.0
H -0.588 4.092 -2.046 0.1 0.1 0.0
H -1.408 2.851 -1.094 0.0 0.0 -0.1
H -1.371 2.736 -2.857 0.0 0.0 0.0
H 1.135 2.540 -2.786 -0.2 -0.1 0.3
H 0.687 2.329 0.236 0.0 0.1 -0.1
H 1.583 3.592 -0.612 0.1 0.1 0.0
H 2.192 1.930 -0.608 0.2 0.0 0.0
H 1.774 -1.269 -2.199 -0.1 0.0 -0.1
H 0.707 -2.292 -4.872 -0.1 -0.1 0.0
H 2.393 -1.942 -4.466 0.1 0.0 -0.1
H 1.201 -0.635 -4.522 0.0 0.1 0.0
H 0.537 -3.971 -2.912 -0.1 -0.1 0.0
H 1.003 -3.439 -1.291 0.0 -0.1 0.1
H 2.240 -3.673 -2.530 0.1 -0.1 0.0
```
Positions in Å, forces in eV/Å.

---

Record 2
A molecular structure, C18H28BeNO4P2, computed with ωB97M-V with the def2-TZVPD basis set.

- multiplicity = 1
- net charge = +1
- energy (a.u.) = -1755.60755
- energy relative to the best compared isomer or geometry (same formula, charge and spin) (kcal per mole) = 124.7

The geometry in XYZ format:
```
54
Properties=species:S:1:pos:R:3:forces:R:3
Be -0.019 -0.038 -0.296 2.4 -2.2 2.0
P 2.371 -0.428 -0.021 -1.7 0.0 0.6
C 2.461 -1.029 -1.659 -0.4 1.4 -0.8
C 1.248 -1.191 -2.381 0.2 0.4 0.6
N 0.090 -0.722 -1.792 -0.8 -1.1 -0.3
C -1.107 -1.026 -2.358 -0.3 -1.7 -0.5
C -1.186 -1.943 -3.392 -0.8 0.8 0.0
C -0.030 -2.315 -4.067 1.1 -0.5 -0.7
C 1.188 -1.839 -3.638 -0.1 -0.2 0.5
C -2.362 -0.490 -1.719 0.6 0.2 0.7
P -1.913 1.160 -1.018 -3.1 -0.1 0.0
H 2.144 -2.071 -4.101 -0.3 -0.1 -0.1
H -2.162 -2.291 -3.725 0.2 0.1 0.1
H -0.058 -3.008 -4.921 -0.1 0.5 0.4
H -3.203 -0.390 -2.423 0.4 0.1 0.1
H -2.724 -1.123 -0.888 0.4 0.0 -0.2
H 3.460 1.918 -3.003 0.5 -0.7 0.5
H 3.332 -0.790 -2.217 0.8 -0.5 -0.7
H 1.109 3.216 -1.536 -0.7 1.2 0.0
O 3.338 2.798 -3.336 -0.4 0.3 0.1
H 2.584 2.655 -3.908 -0.3 0.4 -0.5
H -0.283 1.132 -0.622 -0.5 3.6 -1.6
O 0.500 3.756 -0.964 1.4 -2.8 1.1
H 0.682 3.189 -0.142 -0.7 1.6 -1.1
C -2.174 2.208 -2.459 0.8 0.4 -0.1
H -3.157 2.042 -2.908 0.1 -0.2 0.3
H -2.062 3.255 -2.181 0.0 0.0 0.0
H -1.405 1.980 -3.193 0.1 0.0 -0.2
C -3.399 1.513 0.024 -0.1 0.3 0.7
H -3.238 2.436 0.605 0.0 -0.3 -0.2
H -4.332 1.651 -0.561 0.7 -0.1 0.0
H -3.584 0.707 0.754 0.3 0.2 -0.3
C 2.560 -2.049 0.820 0.3 -0.5 0.0
H 3.202 -2.571 0.089 -0.2 -0.2 0.8
H 3.052 -2.017 1.808 -0.4 0.1 -0.4
H 1.589 -2.575 0.873 0.5 0.3 0.1
C 3.680 0.682 0.544 0.6 -0.2 -0.4
H 3.528 1.001 1.583 -0.2 -0.3 -0.2
H 4.627 0.148 0.473 0.3 0.2 0.1
H 3.727 1.582 -0.071 0.0 -0.1 0.0
O -0.800 -1.930 1.184 -0.1 0.9 -0.1
C -0.675 -0.876 1.815 0.8 0.7 0.4
O -0.267 0.259 1.267 -1.1 -1.5 -1.0
C -0.816 -0.723 3.275 -0.3 -0.5 0.8
C -0.746 0.539 3.888 -0.1 0.1 0.1
C -0.861 0.653 5.274 0.1 -0.6 0.2
C -1.023 -0.516 6.051 -0.1 -0.1 -0.8
C -1.104 -1.781 5.433 0.2 0.7 -0.4
C -0.993 -1.884 4.039 -0.1 1.0 0.7
H -0.602 1.437 3.276 -0.1 -0.5 0.3
H -0.803 1.638 5.758 -0.1 -0.6 -0.3
H -1.110 -0.438 7.128 0.0 0.0 -0.1
H -1.231 -2.681 6.022 0.0 0.1 0.1
H -1.043 -2.820 3.517 0.0 -0.4 0.0
```
Positions in Å, forces in eV/Å.

---

Record 3
40 unconnected molecules or ions with the total composition H80O40, computed with ωB97M-V with the def2-TZVPD basis set.

- multiplicity = 1
- energy (a.u.) = -3057.10529
- energy relative to the best compared isomer or geometry (same formula, charge and spin) (kcal per mole) = 409.2

The geometry in XYZ format:
```
120
Properties=species:S:1:pos:R:3:forces:R:3
H 4.580 -1.186 -3.448 -5.2 3.5 -6.3
H 5.989 -1.087 -2.890 -1.0 0.0 -0.2
O 5.095 -1.474 -2.841 6.6 -3.4 6.1
H 3.915 -3.120 1.270 0.5 -0.6 0.2
H 4.656 -3.272 2.556 0.1 -0.2 0.1
O 4.506 -3.745 1.738 -0.6 0.2 -0.6
H -3.425 2.678 -2.118 0.6 2.1 -1.0
H -4.375 1.476 -2.039 2.6 0.3 0.2
O -3.379 1.758 -2.007 -2.5 -2.7 0.4
H 4.766 -1.700 -0.577 -1.1 -3.0 -1.0
H 4.508 -0.763 0.742 1.9 -0.7 -4.6
O 4.915 -0.840 -0.314 -0.9 4.0 6.0
H 0.559 -5.275 2.587 0.4 0.7 -1.5
H 1.050 -4.883 1.130 2.3 -1.5 -1.9
O 0.477 -4.668 1.808 -2.8 0.6 4.0
H -0.014 2.317 3.037 -1.7 0.4 3.0
O -0.642 2.313 3.873 0.8 -1.1 -3.1
H 1.759 2.313 -1.863 0.6 -0.4 0.2
O 1.382 2.941 -1.252 -0.8 1.2 0.1
H -2.799 1.158 -4.653 -1.5 1.2 0.0
H -3.599 0.830 -5.741 -0.9 -2.7 -3.2
O -3.577 1.531 -5.175 2.0 2.1 3.0
H 2.267 0.174 3.302 -0.1 2.6 -0.1
H 2.490 1.852 3.053 0.1 -1.5 -0.1
O 1.950 1.128 3.431 0.2 -0.9 -0.2
H -2.202 -1.135 -3.236 -1.7 1.1 -2.6
H -3.240 -0.998 -4.494 -2.3 -2.0 -1.0
O -2.578 -0.569 -4.038 4.1 0.0 3.9
H 0.626 -2.240 -3.849 0.8 0.1 2.7
H 1.876 -2.870 -3.912 -0.5 0.6 3.1
O 1.326 -2.471 -3.103 -0.6 -0.7 -6.6
H -2.789 -3.859 -1.002 2.8 -2.0 -2.6
O -2.110 -4.407 -1.655 -3.5 -0.7 3.1
H 3.633 -1.747 3.376 0.5 0.2 0.1
H 5.159 -1.383 3.221 0.9 -0.1 0.8
O 4.301 -1.280 2.851 -1.6 0.6 -0.7
H 2.952 0.565 0.303 -0.1 -1.5 0.1
H 3.892 1.069 -0.878 -0.2 -0.9 0.7
O 3.259 1.304 -0.183 0.3 2.4 -0.7
H -2.235 1.948 1.139 2.6 3.6 0.8
H -1.479 2.905 0.287 0.8 0.4 -2.3
O -1.540 2.824 1.205 -3.4 -4.9 1.7
H -4.984 2.569 2.547 -0.3 -0.3 1.7
H -4.718 3.656 3.600 -1.2 -4.3 0.4
O -5.013 2.589 3.558 1.5 4.6 -2.2
H 1.839 -2.544 -0.791 0.3 -3.7 -1.6
H 1.512 -0.973 -1.248 -0.7 0.1 -1.3
O 1.741 -1.665 -0.672 1.0 3.9 4.4
H 1.067 0.697 6.129 3.3 -0.8 0.3
H 2.509 1.040 5.504 -1.4 -1.7 1.9
O 2.081 0.446 6.233 -1.6 3.1 -1.6
H 2.544 -0.400 -4.358 0.2 1.0 3.1
O 2.783 -0.076 -3.399 0.8 0.8 -4.0
H 0.190 -3.153 6.036 0.3 0.7 0.0
H -1.377 -2.779 5.990 2.3 -2.0 -0.4
O -0.666 -3.501 5.795 -3.0 0.8 0.5
H 2.742 4.016 1.329 0.0 0.0 0.4
O 2.159 4.560 1.870 -0.9 1.6 -7.0
H -6.469 0.169 -0.277 2.0 1.7 -2.5
H -5.042 0.480 0.088 -1.5 1.0 -3.7
O -5.669 0.641 -0.791 -0.5 -2.6 6.0
H -3.447 3.433 -4.079 -0.1 -0.5 -0.8
H -2.175 4.317 -4.148 0.6 -0.1 -0.4
O -3.010 4.189 -3.707 -0.5 0.5 1.2
H -4.453 3.317 -1.163 -1.2 0.6 1.4
H -4.703 4.451 -0.222 1.6 3.7 0.9
O -5.058 3.657 -0.452 -0.6 -3.9 -1.7
H 1.271 -1.820 4.186 -1.1 0.1 -0.9
H 0.132 -1.193 5.170 1.3 -0.6 -1.0
O 1.021 -1.608 5.075 -0.2 0.5 2.0
H -5.146 -1.652 0.952 -0.1 -1.3 -1.1
H -5.428 -2.718 -0.196 -5.3 -3.7 -2.6
O -4.846 -2.219 0.203 5.6 4.9 3.8
H -0.310 -3.961 -0.877 0.3 -1.0 0.4
H 0.727 -3.413 -1.742 0.6 -0.7 -0.3
O 0.665 -4.022 -0.982 -1.2 0.4 -0.4
H 0.166 5.057 -1.728 0.2 -1.2 2.2
H 0.609 6.517 -2.137 0.2 0.2 0.8
O 0.227 5.688 -2.393 -0.1 1.1 -3.0
H 0.685 -3.053 2.336 0.0 -3.2 0.3
H 0.524 -1.872 1.696 -0.1 1.6 -1.6
O 0.690 -2.152 2.572 0.3 1.8 0.7
H 2.583 -5.274 -0.169 -0.4 -1.8 1.1
H 1.354 -5.992 -0.377 -2.3 -0.3 -1.7
O 2.061 -6.058 0.210 3.2 1.8 0.2
H -3.969 0.578 2.878 1.0 -0.5 -0.2
H -2.409 0.369 2.462 -3.1 -1.2 0.2
O -3.370 -0.046 2.395 2.1 1.9 0.2
H -1.666 4.316 -0.577 1.7 -9.6 -6.5
O -1.790 5.007 -0.151 -0.8 11.3 3.0
H 0.384 0.540 -3.597 -0.6 -0.9 -2.8
H -0.578 0.432 -4.847 -3.7 1.3 -1.1
O 0.217 0.143 -4.540 4.4 -0.5 3.8
H 2.300 -0.591 -2.791 -0.8 -1.4 0.7
H -0.418 2.945 4.540 0.7 0.7 0.2
H 2.245 4.365 2.709 0.9 -1.6 6.6
H 2.093 3.434 -0.804 -0.3 -0.8 -0.5
H -2.368 -5.332 -1.400 0.5 0.9 -0.5
H -2.112 4.778 0.665 -1.0 -0.8 3.1
O 3.306 4.440 -3.512 -1.0 -2.8 0.7
H 3.860 3.637 -3.627 0.5 1.0 -0.4
H 2.554 3.890 -3.132 0.5 1.8 -0.3
O 5.270 -3.473 -1.048 1.6 1.1 0.3
H 5.846 -2.967 -0.399 -0.8 -1.4 -0.8
H 5.576 -3.081 -1.903 -0.7 -0.5 0.7
O -0.059 -0.080 -1.332 2.3 -7.0 -6.9
H -0.398 0.542 -0.888 -3.7 8.0 5.8
H -0.792 -0.307 -1.966 1.2 0.1 0.8
O -0.027 4.448 -4.868 -1.3 2.7 0.9
H 0.529 3.756 -5.026 1.9 -3.6 -1.4
H 0.593 4.935 -4.300 -0.9 0.7 0.4
O -2.400 -4.092 2.128 -0.5 -6.8 -2.1
H -1.747 -4.690 2.532 -0.2 1.7 0.0
H -2.471 -3.232 2.283 0.5 5.3 1.9
O -2.092 1.122 5.814 0.4 -1.8 3.9
H -2.891 1.586 5.914 -1.3 0.9 -0.5
H -1.698 1.154 4.996 0.9 0.8 -3.2
O -1.760 -2.197 -1.423 -2.0 1.8 -1.0
H -2.169 -1.594 -0.799 -0.1 0.2 0.3
H -0.859 -2.238 -1.201 1.9 0.2 0.8
```
Positions in Å, forces in eV/Å.

---

Record 4
A molecular structure, C3AgLiO6, computed with ωB97M-V with the def2-TZVPD basis set.

- multiplicity = 3
- energy (a.u.) = -720.08838
- energy relative to the best compared isomer or geometry (same formula, charge and spin) (kcal per mole) = 79.9
- <S²> = 2.01

The geometry in XYZ format:
```
11
Properties=species:S:1:pos:R:3:forces:R:3
O 0.896 -1.206 1.546 4.9 -1.3 -4.2
C 0.901 -1.204 0.270 -3.8 -1.3 5.3
O -0.488 -1.093 -0.015 3.4 -0.2 -2.5
C -1.251 -1.852 -1.038 -3.2 -1.3 -1.0
O -1.174 -3.060 -0.886 1.0 0.6 -0.3
O -2.025 -1.078 -1.592 0.9 -0.1 -0.2
Ag -0.746 -0.026 1.703 -3.2 3.0 2.9
C 1.313 1.585 0.005 -0.6 1.6 0.5
O 1.895 2.440 -0.656 -0.2 -0.4 -0.1
O 0.345 1.826 0.804 0.3 0.1 -0.5
Li 0.336 3.668 -0.139 0.4 -0.8 0.1
```
Positions in Å, forces in eV/Å.

---

Record 5
C19H21N3O4 in the gas phase, computed with ωB97M-V with the def2-TZVPD basis set.

- SMILES = COc1ccccc1C(=O)NNC(=O)CCC(=O)NCc1ccccc1
- multiplicity = 1
- energy (a.u.) = -1201.88051
- energy relative to the best compared isomer or geometry (same formula, charge and spin) (kcal per mole) = 39.5

The geometry in XYZ format:
```
47
Properties=species:S:1:pos:R:3:forces:R:3
C -4.558 -0.814 2.026 -0.2 -0.1 0.2
O -3.632 -0.573 0.991 0.2 0.2 -0.3
C -3.736 0.557 0.235 0.1 0.2 -0.1
C -4.754 1.490 0.408 -0.1 -0.2 0.2
C -4.818 2.629 -0.375 0.1 0.0 -0.1
C -3.860 2.866 -1.344 -0.1 0.1 0.0
C -2.844 1.949 -1.520 0.0 -0.2 0.1
C -2.761 0.789 -0.755 -0.2 0.2 0.1
C -1.603 -0.093 -1.061 0.2 -0.5 0.1
O -0.682 0.264 -1.783 0.1 0.0 -0.2
N -1.640 -1.342 -0.551 0.1 -0.6 0.4
N -0.580 -2.222 -0.745 -0.2 0.7 -0.5
C -0.361 -3.205 0.157 0.0 -0.1 -0.3
O -1.110 -3.373 1.101 -0.2 0.0 0.3
C 0.864 -4.053 -0.120 0.0 0.0 0.2
C 2.144 -3.322 0.315 0.0 0.0 -0.3
C 2.452 -2.201 -0.669 0.0 -0.1 0.6
O 2.825 -2.428 -1.803 0.0 -0.2 -0.4
N 2.238 -0.956 -0.203 0.0 0.4 0.1
C 2.425 0.230 -1.021 -0.1 0.1 -0.2
C 3.212 1.271 -0.275 0.0 0.0 0.0
C 4.496 0.982 0.171 0.0 0.1 0.0
C 5.222 1.924 0.876 0.1 -0.1 0.0
C 4.672 3.167 1.141 0.0 0.1 0.0
C 3.394 3.462 0.700 0.0 0.1 0.1
C 2.665 2.517 -0.001 0.0 -0.1 -0.1
H -4.236 -1.749 2.483 -0.1 0.1 0.0
H -4.539 -0.018 2.776 0.0 0.0 -0.1
H -5.573 -0.932 1.636 0.1 0.0 0.0
H -5.512 1.332 1.159 0.0 0.0 0.1
H -5.623 3.331 -0.219 -0.1 0.1 0.0
H -3.905 3.755 -1.954 0.0 0.1 -0.1
H -2.078 2.104 -2.265 0.1 0.0 0.0
H -2.282 -1.638 0.178 0.1 0.1 -0.1
H 0.050 -1.953 -1.492 -0.1 -0.1 0.1
H 0.933 -4.288 -1.183 0.0 0.0 0.0
H 0.759 -4.977 0.449 -0.1 0.1 -0.1
H 2.975 -4.029 0.281 0.0 0.1 0.0
H 2.039 -2.947 1.334 0.0 0.0 0.0
H 1.901 -0.813 0.736 0.0 -0.2 0.0
H 2.962 -0.101 -1.915 -0.1 0.1 0.1
H 1.450 0.624 -1.326 0.2 -0.1 0.0
H 4.924 0.012 -0.042 0.1 -0.1 0.0
H 6.221 1.690 1.217 0.1 0.0 0.0
H 5.240 3.904 1.690 0.0 0.1 0.0
H 2.962 4.431 0.906 0.0 0.1 0.0
H 1.667 2.746 -0.344 -0.1 0.0 0.0
```
Positions in Å, forces in eV/Å.

---

Record 6
C3H4N2O2S in the gas phase, computed with ωB97M-V with the def2-TZVPD basis set.

- multiplicity = 1
- energy (a.u.) = -774.71879
- energy relative to the best compared isomer or geometry (same formula, charge and spin) (kcal per mole) = 130.5

The geometry in XYZ format:
```
12
Properties=species:S:1:pos:R:3:forces:R:3
C 0.495 0.594 1.578 -2.5 -1.7 0.0
C -0.661 -0.621 0.112 1.6 2.0 1.8
C 1.084 0.930 -0.569 0.1 0.1 -2.0
N 1.066 1.339 0.804 1.1 1.1 -0.4
N -0.166 0.160 -0.928 3.2 -2.4 2.2
O -1.404 -3.046 -0.909 -0.4 -0.9 -1.5
O -1.970 -0.780 0.361 -0.6 -0.4 -0.3
S -1.238 -2.379 0.336 0.9 2.3 1.0
H 0.381 0.816 2.665 0.1 -0.6 -0.8
H 1.007 1.791 -1.302 0.6 -0.7 1.1
H 2.108 0.427 -0.703 -1.8 0.3 -0.2
H -0.702 0.769 -1.444 -2.2 1.0 -1.0
```
Positions in Å, forces in eV/Å.

---

Record 7
C6H9N in the gas phase, computed with ωB97M-V with the def2-TZVPD basis set.

- SMILES = CC1(C#N)CCC1
- multiplicity = 1
- energy (a.u.) = -288.74527
- energy relative to the best compared isomer or geometry (same formula, charge and spin) (kcal per mole) = 23.1

The geometry in XYZ format:
```
16
Properties=species:S:1:pos:R:3:forces:R:3
C 1.249 1.235 0.182 0.0 0.1 0.0
C 0.528 -0.095 -0.043 0.1 0.0 0.0
C 1.497 -1.169 -0.305 0.5 -0.8 -0.1
N 2.220 -2.056 -0.488 -0.7 1.0 0.2
C -0.522 -0.493 1.040 0.0 0.0 0.2
C -1.670 -0.304 0.018 -0.1 0.0 0.1
C -0.627 -0.023 -1.090 0.0 0.0 -0.3
H 1.819 1.515 -0.711 -0.1 0.0 0.1
H 1.946 1.188 1.026 -0.1 -0.1 -0.1
H 0.519 2.028 0.382 0.1 -0.2 0.0
H -0.557 0.186 1.891 0.1 0.0 0.0
H -0.387 -1.513 1.416 -0.1 0.2 -0.1
H -2.292 -1.190 -0.123 0.1 0.1 -0.1
H -2.341 0.539 0.238 0.3 -0.2 -0.1
H -0.554 -0.795 -1.860 -0.1 0.1 0.1
H -0.695 0.954 -1.579 0.0 -0.2 0.1
```
Positions in Å, forces in eV/Å.

---

Record 8
C4H7NO2 in the gas phase, computed with ωB97M-V with the def2-TZVPD basis set.

- SMILES = [H]/N=C1/CO[C@H](C)O1
- multiplicity = 1
- energy (a.u.) = -361.78892
- energy relative to the best compared isomer or geometry (same formula, charge and spin) (kcal per mole) = 57.7

The geometry in XYZ format:
```
14
Properties=species:S:1:pos:R:3:forces:R:3
H -0.115 -0.848 -3.111 0.6 -0.2 0.3
N -0.709 -0.386 -2.438 0.4 -0.7 0.2
C -0.490 -0.510 -1.189 -0.7 0.6 0.0
C -1.597 0.080 -0.385 0.5 0.9 1.7
O -0.892 0.600 0.860 -0.6 -0.7 -1.1
C 0.242 -0.111 1.100 0.3 -1.3 -1.6
C 1.586 0.581 1.169 -0.2 -0.1 -0.2
O 0.441 -1.022 -0.376 -0.3 1.2 1.2
H -1.998 0.992 -0.801 -0.2 -0.1 -0.3
H -2.401 -0.682 -0.257 0.6 0.6 0.7
H 0.118 -0.837 1.922 0.0 -0.2 -0.7
H 2.304 -0.234 1.038 0.1 0.3 0.0
H 1.819 1.083 2.119 -0.4 -0.2 -0.2
H 1.693 1.293 0.348 0.0 -0.1 0.1
```
Positions in Å, forces in eV/Å.

---

- Which value of energy does entry 3 give?
  -3057.10529 a.u.

---

- The highest multiplicity belongs to which entry?
  C3AgLiO6